This record from the OMol25 dataset describes 2 unconnected molecules or ions with the total composition C5H11N. The level of theory is ωB97M-V/def2-TZVPD.

Calculated values
LUMO level: 1.15 eV
SMILES: CN1C=C1.CC
HOMO-LUMO gap: 9.494 eV
Multiplicity: 1
M: 85.1 g mol⁻¹

Geometry as XYZ:
```
17
Properties=species:S:1:pos:R:3:nbo_charge:R:1
C 1.856 -1.034 -1.910 -0.4334
N 0.880 -1.030 -0.814 -0.4474
C 1.219 -0.067 0.270 -0.0726
C 1.468 -1.293 0.526 -0.0724
H 1.541 -0.299 -2.659 0.1959
H 1.864 -2.023 -2.381 0.1970
H 2.876 -0.789 -1.575 0.1696
H 1.081 0.983 0.467 0.2338
H 1.716 -2.140 1.142 0.2302
C -1.739 1.331 1.530 -0.6043
C -1.883 0.587 0.205 -0.6169
H -1.796 0.645 2.381 0.2028
H -0.780 1.859 1.599 0.1887
H -2.529 2.079 1.652 0.2025
H -2.906 0.219 0.075 0.2034
H -1.656 1.244 -0.643 0.1981
H -1.211 -0.273 0.133 0.2250
```

=====

This record from the OMol25 dataset describes a molecular structure, C13H23ClNO4PSr in a non-equilibrium geometry. The level of theory is ωB97M-V/def2-TZVPD.

Calculated values
LUMO level: -0.29 eV
HOMO-LUMO gap: 6.927 eV
Multiplicity: 1
M: 411.4 g mol⁻¹

Geometry as XYZ:
```
44
Properties=species:S:1:pos:R:3:lowdin_charge:R:1
C 0.481 3.218 -2.256 -0.0786
C -0.799 2.757 -1.930 -0.0617
C -1.019 1.837 -0.885 -0.2718
C 0.090 1.372 -0.124 -0.3811
C 1.396 1.793 -0.515 -0.3494
C 1.585 2.713 -1.561 -0.0612
C -2.430 1.318 -0.678 -0.1316
C -2.458 -0.189 -0.366 -0.2277
N -2.687 -1.018 -1.547 -0.2680
Sr 0.000 0.000 1.405 1.2773
C 2.594 1.126 0.138 -0.2873
P 2.034 -0.627 0.410 0.7131
H -1.664 3.108 -2.507 0.1070
H 2.601 3.019 -1.837 0.1066
H 0.619 3.940 -3.069 0.1032
H 2.813 1.542 1.140 0.0967
H 3.508 1.202 -0.479 0.1007
H -2.916 1.835 0.162 0.1199
H -3.019 1.535 -1.586 0.1236
H -1.526 -0.481 0.182 0.0248
C 3.400 -1.468 1.321 -0.2595
C 2.095 -1.371 -1.275 -0.2459
H -3.306 -0.367 0.325 0.1294
C -1.522 -1.137 -2.411 -0.0810
C -3.235 -2.318 -1.193 -0.1073
H 0.185 -0.939 2.938 -0.1829
H -1.785 -1.725 -3.308 0.0927
H -1.191 -0.140 -2.747 0.0906
H -0.654 -1.639 -1.913 0.0763
H -3.481 -2.882 -2.110 0.0876
H -2.536 -2.945 -0.583 0.0939
H -4.163 -2.180 -0.610 0.0875
H 3.112 -1.330 -1.703 0.0541
H 1.756 -2.420 -1.226 0.0493
H 1.399 -0.805 -1.916 0.0326
H 4.357 -1.384 0.777 0.0472
H 3.505 -1.004 2.317 0.0455
H 3.153 -2.535 1.456 0.0494
H -0.305 -1.427 2.466 -0.0463
O 0.061 1.438 5.598 -0.3201
Cl 0.000 0.000 5.085 0.9395
O 1.205 -0.773 5.606 -0.3252
O -1.252 -0.649 5.608 -0.3110
O 0.000 0.000 3.405 -0.6508
```

=====

This record from the OMol25 dataset describes 3 unconnected molecules or ions with the total composition C6H18O3 in a non-equilibrium geometry. The level of theory is ωB97M-V/def2-TZVPD.

Calculated values
LUMO level: 0.66 eV
SMILES: CCO.CCO.CCO
HOMO-LUMO gap: 10.336 eV
Multiplicity: 1
M: 138.2 g mol⁻¹

Geometry as XYZ:
```
27
Properties=species:S:1:pos:R:3:nbo_charge:R:1
C 24.583 -5.207 24.000 -0.6393
C 23.625 -4.574 25.001 -0.0607
O 23.360 -5.430 26.113 -0.7420
H 24.781 -4.521 23.173 0.2179
H 24.166 -6.094 23.516 0.2152
H 25.523 -5.488 24.478 0.2009
H 22.659 -4.354 24.556 0.1893
H 24.081 -3.638 25.343 0.1584
H 24.180 -5.849 26.395 0.4757
C 25.358 -0.836 22.806 -0.6355
C 24.931 -1.658 21.620 -0.0631
O 24.754 -0.878 20.447 -0.7139
H 25.372 -1.410 23.735 0.2103
H 24.638 -0.028 22.996 0.1995
H 26.324 -0.354 22.659 0.2145
H 24.013 -2.212 21.861 0.1516
H 25.686 -2.405 21.375 0.1761
H 24.074 -0.221 20.620 0.4612
C 19.559 -5.982 29.112 -0.6229
C 20.585 -6.363 28.081 -0.0592
O 20.782 -5.249 27.212 -0.7545
H 18.582 -5.879 28.626 0.2062
H 19.840 -5.057 29.603 0.2129
H 19.398 -6.779 29.843 0.2036
H 20.297 -7.250 27.511 0.1544
H 21.537 -6.579 28.586 0.1479
H 21.699 -5.296 26.907 0.4954
```

=====

This record from the OMol25 dataset describes a molecular structure, C56H44BrCuF4NOP3STe. The level of theory is ωB97M-V/def2-TZVPD.

Calculated values
LUMO level: 0.10 eV
HOMO-LUMO gap: 6.793 eV
Multiplicity: 1
M: 1219.0 g mol⁻¹

Geometry as XYZ:
```
113
Properties=species:S:1:pos:R:3:lowdin_charge:R:1
Cu -0.636 0.420 0.120 0.0382
Te -3.942 1.852 2.905 1.2885
C -4.132 1.697 5.001 -0.5558
C -5.175 2.324 5.675 -0.1447
C -5.254 2.203 7.054 -0.1689
N -4.388 1.513 7.792 0.0421
C -3.390 0.920 7.138 -0.1581
C -3.219 0.982 5.763 -0.1339
C -2.186 0.778 2.656 -0.9682
P -2.151 -0.655 1.607 0.8362
C -1.465 -2.091 2.506 -0.3802
C -1.006 -2.000 3.812 -0.0823
C -0.444 -3.109 4.437 -0.0714
C -0.351 -4.317 3.765 -0.0935
C -0.811 -4.418 2.456 -0.1247
C -1.351 -3.307 1.829 -0.1669
C -3.874 -1.186 1.327 -0.4011
C -4.601 -0.549 0.322 -0.1670
C -5.936 -0.853 0.105 -0.0883
C -6.562 -1.805 0.899 -0.0884
C -5.851 -2.438 1.907 -0.0757
C -4.514 -2.131 2.122 -0.0765
P -0.667 1.595 2.133 0.8688
C 0.646 0.954 3.259 -0.3335
C 1.556 0.052 2.732 -0.1482
C 2.509 -0.568 3.531 -0.0840
C 2.566 -0.277 4.884 -0.0838
C 1.666 0.633 5.428 -0.0784
C 0.715 1.242 4.624 -0.0817
C -0.723 3.368 2.550 -0.3678
C -0.236 4.256 1.599 -0.0985
C -0.219 5.625 1.840 -0.0857
C -0.704 6.118 3.040 -0.0881
C -1.210 5.241 3.993 -0.0764
C -1.225 3.878 3.751 -0.1338
H -5.923 2.905 5.147 0.0893
H -6.065 2.682 7.594 0.0992
H -2.690 0.355 7.745 0.1004
H -2.391 0.473 5.281 0.0597
H -1.073 -1.047 4.323 0.0772
H -0.077 -3.022 5.452 0.1045
H 0.089 -5.178 4.252 0.1007
H -0.738 -5.360 1.926 0.1019
H -1.696 -3.381 0.801 0.1054
H -4.117 0.221 -0.266 0.0876
H -6.492 -0.343 -0.671 0.1020
H -7.606 -2.044 0.740 0.1006
H -6.341 -3.170 2.536 0.1035
H -3.967 -2.629 2.913 0.1072
H 1.498 -0.198 1.679 0.0180
H 3.193 -1.289 3.098 0.0886
H 3.303 -0.758 5.515 0.1016
H 1.705 0.868 6.485 0.1026
H 0.022 1.940 5.072 0.0916
H 0.136 3.864 0.659 0.0759
H 0.168 6.301 1.088 0.0986
H -0.698 7.183 3.233 0.1001
H -1.606 5.624 4.926 0.1055
H -1.653 3.216 4.492 0.0729
F 6.922 -2.851 0.963 0.1461
C 5.848 -2.208 0.534 -0.1381
C 5.981 -1.038 -0.183 -0.1356
F 7.189 -0.557 -0.450 0.1392
C 4.848 -0.384 -0.629 -0.2157
F 5.042 0.725 -1.342 0.1151
C 3.566 -0.842 -0.365 -0.2993
P 2.063 0.020 -1.008 1.0980
C 2.393 -0.147 -2.808 -0.3619
C 2.960 0.821 -3.636 -0.0816
C 3.145 0.565 -4.987 -0.0689
C 2.805 -0.670 -5.523 -0.0848
C 2.280 -1.654 -4.699 -0.0865
C 2.062 -1.388 -3.356 -0.1303
C 2.428 1.771 -0.606 -0.3608
C 3.134 2.139 0.537 -0.0900
C 3.338 3.476 0.844 -0.0625
C 2.850 4.467 0.007 -0.0943
C 2.110 4.114 -1.112 -0.0873
C 1.880 2.777 -1.402 -0.1205
C 3.457 -2.049 0.343 -0.5788
Br 1.804 -2.888 0.709 0.9036
C 4.586 -2.712 0.791 -0.2781
F 4.495 -3.849 1.473 0.0830
H 3.272 1.772 -3.227 0.1006
H 3.579 1.330 -5.619 0.1065
H 2.957 -0.867 -6.576 0.1046
H 2.027 -2.626 -5.105 0.1067
H 1.635 -2.155 -2.718 0.0970
H 3.524 1.379 1.204 0.1014
H 3.884 3.744 1.740 0.1102
H 3.024 5.510 0.240 0.1054
H 1.694 4.880 -1.755 0.1077
H 1.268 2.509 -2.251 0.0783
C -0.249 2.255 -8.352 -0.0452
C -0.474 1.664 -6.987 -0.2651
C -0.399 2.448 -5.842 -0.0243
C -0.570 1.896 -4.580 -0.0559
C -0.822 0.543 -4.467 -0.3871
C -0.897 -0.265 -5.593 -0.0849
C -0.735 0.300 -6.844 -0.0358
S -0.998 -0.210 -2.860 0.9461
C -2.771 -0.467 -2.867 -0.2109
O -0.757 0.919 -1.874 -0.6016
H -0.310 3.342 -8.326 0.0770
H -0.986 1.888 -9.066 0.0818
H 0.739 1.985 -8.729 0.0853
H -0.204 3.510 -5.934 0.1164
H -0.524 2.506 -3.687 0.1042
H -1.073 -1.332 -5.498 0.1167
H -0.801 -0.327 -7.725 0.1187
H -3.260 0.503 -2.957 0.0767
H -3.041 -0.962 -1.938 0.0335
H -3.013 -1.106 -3.717 0.0623
```

=====

Q: The lowest LUMO level belongs to which entry?
A: C13H23ClNO4PSr